{"formula": "C22H33CsN6O2S7", "method": "the ωB97M-V functional and the def2-TZVPD basis", "elements": ["Cs", "C", "C", "N", "C", "C", "S", "C", "C", "N", "H", "H", "H", "H", "H", "H", "H", "H", "H", "H", "H", "H", "H", "H", "S", "S", "S", "S", "C", "C", "C", "C", "C", "C", "C", "S", "O", "O", "N", "C", "C", "C", "C", "C", "N", "H", "H", "H", "H", "H", "H", "H", "H", "H", "H", "H", "C", "N", "C", "C", "N", "C", "S", "H", "H", "H", "H", "H", "H", "H", "H"], "xyz": [[-16.845, -8.910, -11.890], [-12.635, -11.546, -13.853], [-12.248, -11.163, -12.351], [-12.662, -9.806, -12.012], [-11.743, -8.717, -12.190], [-11.439, -8.398, -13.665], [-12.942, -7.811, -14.437], [-13.066, -9.059, -15.757], [-14.032, -10.263, -15.526], [-13.931, -10.906, -14.194], [-12.717, -12.632, -13.837], [-11.856, -11.219, -14.494], [-11.172, -11.220, -12.270], [-12.788, -11.845, -11.684], [-13.080, -9.798, -11.138], [-10.812, -8.907, -11.674], [-12.268, -7.885, -11.778], [-11.048, -9.255, -14.162], [-10.683, -7.604, -13.641], [-12.104, -9.468, -15.990], [-13.362, -8.505, -16.660], [-13.804, -11.016, -16.277], [-15.071, -9.864, -15.719], [-14.045, -10.115, -13.558], [-16.569, -7.920, -15.072], [-17.600, -6.467, -13.975], [-19.684, -6.817, -14.018], [-20.566, -8.091, -12.566], [-8.544, -9.208, -6.497], [-9.944, -9.555, -6.971], [-10.786, -10.416, -6.297], [-12.063, -10.632, -6.804], [-12.435, -9.872, -7.863], [-11.664, -9.008, -8.595], [-10.334, -8.881, -8.143], [-14.105, -10.184, -8.478], [-14.088, -11.344, -9.348], [-14.969, -10.236, -7.275], [-14.353, -8.871, -9.384], [-14.782, -7.657, -8.907], [-14.704, -7.175, -7.579], [-15.083, -5.836, -7.397], [-15.535, -5.046, -8.465], [-15.713, -5.670, -9.704], [-15.333, -6.903, -9.918], [-7.780, -9.286, -7.280], [-8.314, -9.917, -5.724], [-8.440, -8.212, -6.094], [-10.526, -10.903, -5.327], [-12.808, -11.194, -6.290], [-12.121, -8.439, -9.410], [-9.637, -8.120, -8.551], [-14.397, -7.786, -6.705], [-14.945, -5.454, -6.440], [-15.832, -4.002, -8.371], [-16.283, -5.208, -10.484], [-17.413, -12.902, -14.698], [-18.435, -11.925, -14.909], [-18.569, -11.098, -16.119], [-19.638, -10.148, -15.733], [-20.138, -10.620, -14.471], [-19.332, -11.608, -13.949], [-19.457, -12.225, -12.442], [-16.387, -12.496, -14.547], [-17.328, -13.668, -15.472], [-17.612, -13.539, -13.818], [-18.820, -11.726, -16.931], [-17.654, -10.495, -16.289], [-20.413, -10.235, -16.495], [-19.189, -9.153, -15.659], [-20.456, -9.923, -13.760]], "lowdin_charge": [0.612, -0.186, -0.159, -0.080, -0.307, -0.478, 0.868, -0.477, -0.290, -0.065, 0.094, 0.067, 0.099, 0.109, 0.024, 0.097, 0.097, 0.046, 0.067, 0.043, 0.063, 0.097, 0.023, 0.043, -0.273, -0.344, -0.254, -0.229, -0.071, -0.287, -0.048, -0.067, -0.290, -0.042, -0.027, 0.597, -0.325, -0.358, -0.172, -0.408, -0.025, -0.098, -0.100, -0.176, 0.029, 0.076, 0.055, 0.068, 0.119, 0.106, 0.098, 0.118, 0.107, 0.067, 0.082, 0.099, -0.100, -0.149, -0.134, -0.205, -0.014, -0.905, 0.575, 0.085, 0.071, 0.044, 0.098, 0.093, 0.111, 0.049, -0.054], "charge": -2, "e_above_lowest_ev": 1.0771, "total_energy_ev": -112782.477, "homo_energy_ev": -1.19}